{
  "formula": "C6H16BNO",
  "method": "the ωB97M-V functional and the def2-TZVPD basis",
  "species": ["C", "C", "C", "C", "N", "B", "C", "O", "C", "H", "H", "H", "H", "H", "H", "H", "H", "H", "H", "H", "H", "H", "H", "H", "H"],
  "positions_angstrom": [[0.7840, -1.7218, -0.5836], [1.9894, -1.1846, 0.1826], [2.5112, 0.1809, -0.2750], [1.7725, 1.4275, 0.2386], [0.3488, 1.2234, 0.5287], [-0.6458, 1.2902, -0.4562], [-2.1778, 1.2233, -0.0567], [-2.6422, -0.0338, -0.5845], [-3.1122, -0.9219, 0.3999], [-0.1365, -1.1850, -0.3581], [0.6157, -2.7734, -0.3429], [0.9533, -1.6564, -1.6611], [2.8063, -1.8998, 0.0517], [1.7797, -1.1563, 1.2567], [2.5561, 0.1898, -1.3676], [3.5447, 0.2773, 0.0690], [2.2500, 1.7666, 1.1594], [1.8924, 2.2302, -0.4928], [0.0783, 1.6509, 1.4042], [-0.3235, 1.3105, -1.6094], [-2.3363, 1.2517, 1.0292], [-2.7877, 2.0253, -0.4856], [-3.4018, -1.8366, -0.1157], [-2.3357, -1.1593, 1.1382], [-3.9829, -0.5185, 0.9311]],
  "homo_energy_ev": -9.3,
  "total_charge": 0,
  "orbital_gap_ha": 0.3693,
  "smiles": "CCCCNBCOC"
}

{
  "formula": "C6H16Br2MnN3O7",
  "method": "the ωB97M-V functional and the def2-TZVPD basis",
  "species": ["Mn", "C", "O", "H", "H", "H", "Br", "C", "C", "Br", "H", "H", "H", "H", "C", "N", "O", "O", "H", "H", "H", "C", "N", "O", "O", "H", "H", "H", "C", "N", "O", "O", "H", "H", "H"],
  "positions_angstrom": [[0.3770, -18.5780, -11.6393], [2.7524, -20.9464, -10.8135], [1.7115, -20.1462, -11.2729], [3.0734, -20.6148, -9.8260], [2.3406, -21.9419, -10.6477], [3.7334, -20.9449, -11.2886], [3.9074, -25.7102, -9.1744], [4.6494, -23.9775, -9.9706], [5.1389, -23.0554, -8.8859], [6.7466, -23.8180, -7.9670], [3.8208, -23.6657, -10.6065], [5.4195, -24.3518, -10.6450], [4.4066, -22.7242, -8.1496], [5.4449, -22.1261, -9.3663], [4.0284, -17.4724, -13.7828], [2.6131, -17.1716, -13.4856], [2.1171, -17.5220, -12.4205], [1.9601, -16.5981, -14.2942], [4.1259, -18.5563, -13.8438], [4.5036, -16.9431, -12.9569], [4.2542, -16.9013, -14.6834], [-0.2315, -20.5623, -8.3847], [-1.6730, -20.7929, -7.9097], [-2.4056, -19.8801, -7.7048], [-1.9358, -21.9612, -7.6697], [0.4129, -20.9994, -7.6220], [-0.1376, -19.4776, -8.3319], [-0.2668, -20.9643, -9.3972], [2.8352, -20.2788, -6.7429], [4.0915, -20.4283, -5.8771], [3.8720, -20.2217, -4.6851], [5.1961, -20.6465, -6.3789], [2.6592, -19.2184, -6.9243], [2.0150, -20.7394, -6.1922], [3.0723, -20.6072, -7.7548]],
  "homo_energy_ev": [-11.7, -11.7],
  "spin_multiplicity": 6,
  "e_above_lowest_kcal_mol": 40.14,
  "total_charge": 1,
  "orbital_gap_ha": [0.1816, 0.1803]
}

{
  "formula": "C6H16BrO6S2",
  "method": "the ωB97M-V functional and the def2-TZVPD basis",
  "species": ["Br", "O", "S", "O", "O", "C", "C", "C", "H", "H", "H", "H", "H", "H", "H", "H", "O", "S", "O", "O", "C", "C", "C", "H", "H", "H", "H", "H", "H", "H", "H"],
  "positions_angstrom": [[-0.2965, 1.0548, -0.0579], [4.2529, -2.0949, -2.5165], [4.1179, -0.8708, -1.8106], [5.1902, -0.4087, -0.9816], [3.8371, 0.2002, -2.9357], [3.7000, 1.5838, -2.5269], [2.3464, 2.1123, -2.9639], [2.6304, -0.8906, -0.8789], [4.5076, 2.1265, -3.0238], [3.8782, 1.6869, -1.4568], [2.1887, 1.8219, -4.0061], [2.3251, 3.2005, -2.9145], [1.5330, 1.7108, -2.3593], [2.4113, 0.0845, -0.4551], [2.8067, -1.6014, -0.0725], [1.8475, -1.2293, -1.5488], [-5.0400, -2.5319, 1.2372], [-4.4975, -1.2143, 1.2698], [-5.3718, -0.0880, 1.2917], [-3.5868, -1.1809, 2.5588], [-2.9313, 0.0795, 2.8609], [-2.0028, -0.1812, 4.0139], [-3.3124, -1.0194, 0.0034], [-3.6869, 0.8252, 3.1136], [-2.3615, 0.4524, 2.0069], [-1.5726, 0.7595, 4.3570], [-1.1731, -0.8199, 3.7078], [-2.5256, -0.6582, 4.8442], [-2.4969, -1.7174, 0.1632], [-2.9199, -0.0060, 0.0363], [-3.7974, -1.1862, -0.9559]],
  "homo_energy_ev": -5.0,
  "e_above_lowest_kcal_mol": 0.00,
  "total_charge": -1,
  "orbital_gap_ha": 0.2972
}

{
  "formula": "C6H16CdIO2",
  "method": "the ωB97M-V functional and the def2-TZVPD basis",
  "species": ["Cd", "I", "C", "C", "C", "O", "H", "H", "H", "H", "H", "H", "H", "H", "C", "C", "C", "O", "H", "H", "H", "H", "H", "H", "H", "H"],
  "positions_angstrom": [[-3.0459, -26.8162, 26.5876], [-3.8614, -26.1324, 28.9472], [-6.2665, -22.0153, 29.7621], [-6.6675, -22.9950, 30.8098], [-7.7559, -24.0043, 30.4462], [-5.5249, -23.7368, 31.2184], [-7.1696, -21.6117, 29.3042], [-5.7334, -22.5751, 28.9937], [-5.6777, -21.1680, 30.1134], [-6.9912, -22.3899, 31.6567], [-8.7577, -23.6058, 30.2859], [-7.8704, -24.8755, 31.0912], [-7.4514, -24.5391, 29.5466], [-5.1728, -24.2337, 30.4762], [-0.4523, -28.3822, 30.8827], [-1.4377, -28.2428, 32.0604], [-1.5681, -26.8062, 32.5951], [-2.6927, -28.6252, 31.5695], [0.5349, -27.9661, 31.0836], [-0.8064, -27.7811, 30.0452], [-0.4204, -29.4465, 30.6492], [-1.0814, -28.9962, 32.7629], [-1.7473, -26.1295, 31.7595], [-0.6370, -26.4896, 33.0651], [-2.4191, -26.6813, 33.2646], [-3.0665, -27.8240, 31.1955]],
  "homo_energy_ev": -12.5,
  "e_above_lowest_kcal_mol": 7.39,
  "total_charge": 1,
  "orbital_gap_ha": 0.1535
}

{
  "formula": "C6H16ClFeIN2O2P",
  "method": "the ωB97M-V functional and the def2-TZVPD basis",
  "species": ["C", "I", "H", "H", "H", "Fe", "P", "C", "C", "H", "H", "H", "C", "H", "H", "H", "H", "H", "H", "C", "O", "Cl", "N", "C", "N", "O", "H", "H", "H", "H"],
  "positions_angstrom": [[1.6010, 0.8875, -4.7753], [0.5201, 0.5277, -2.8752], [2.5786, 1.3213, -4.5962], [1.0701, 1.5663, -5.4601], [1.7628, -0.0281, -5.3596], [0.2175, 0.6214, -0.0192], [0.4603, -1.7437, 0.4745], [-0.5475, -3.0916, -0.2342], [2.1021, -2.0235, -0.2321], [1.1902, -1.4221, 2.7234], [1.0166, -3.1538, 2.3290], [-0.4140, -2.1592, 2.6628], [0.5781, -2.1633, 2.2172], [2.7851, -1.3003, 0.2109], [2.3982, -3.0464, -0.0019], [-0.0319, -4.0340, 0.0191], [-0.6170, -2.9582, -1.3253], [2.0731, -1.8632, -1.3086], [-1.5485, -3.0504, 0.2270], [-1.1787, -0.3004, -0.9677], [-2.3145, -0.3915, -1.2579], [2.0186, 1.1031, 1.1354], [-1.9252, 4.1906, 1.2740], [-1.7742, 2.9303, 1.7587], [-2.2172, 2.7829, 3.0438], [-1.3407, 2.0010, 1.0921], [-2.2105, 4.9628, 1.8385], [-1.5974, 4.3787, 0.3154], [-2.1403, 1.8813, 3.4903], [-2.5150, 3.5748, 3.6009]],
  "homo_energy_ev": [-16.3, -16.3],
  "spin_multiplicity": 6,
  "e_above_lowest_kcal_mol": 16.03,
  "total_charge": 2,
  "orbital_gap_ha": [0.3033, 0.2266]
}